# 1
Computed, not measured: C23H31MoN8S2 as an isolated structure, with ωB97M-V with the def2-TZVPD basis set.

Structure (ORCA input):
```
! RIJCOSX wB97M-V def2-TZVPD def2/J DEFGRID3
* xyz 3 1
N -1.322 1.354 -1.980
C -1.986 -2.838 4.571
C 1.906 -1.624 0.050
H -2.099 -3.416 3.661
H -0.378 3.191 -2.450
C -1.024 3.298 -0.416
N -0.047 2.406 0.193
H 4.377 0.702 3.307
C 0.428 -3.728 0.240
H 2.986 2.710 2.916
C 0.771 2.769 1.117
H -2.586 0.018 -3.003
C 2.155 -0.564 1.110
H -1.465 -1.934 -2.689
H -3.617 -1.944 -1.632
H 2.957 1.354 -4.223
C 3.501 -0.461 -3.191
H -1.019 -3.011 5.036
C -1.462 -2.267 -1.649
C 1.632 1.664 1.611
C -3.449 0.531 -1.112
N 1.334 0.485 1.038
C 1.719 0.970 -2.525
H -1.953 3.219 0.156
H -2.965 -2.554 -0.121
H 1.593 4.236 2.458
N -0.293 -1.441 1.044
N -2.663 -0.496 -0.390
N -0.851 -1.856 2.076
C 3.214 -1.249 -2.083
H -0.592 -4.104 0.311
C 3.261 -0.525 1.951
H 0.959 -4.003 1.152
H 0.924 -4.213 -0.601
C -1.527 -0.790 2.737
Mo -0.450 0.268 -0.140
H 3.802 -2.130 -1.864
H -0.713 4.343 -0.396
H -0.731 1.096 -2.765
C 0.880 4.157 1.645
S -1.620 0.759 2.033
C 2.179 -0.887 -1.245
C 0.454 -2.235 0.054
C -2.691 0.892 -2.359
H -2.110 3.320 -2.276
H 1.143 1.873 -2.660
H -0.092 4.494 2.012
H -3.553 1.396 -0.455
H 1.188 4.843 0.852
S -2.171 -1.067 4.257
H -2.781 -3.074 5.276
N 1.407 0.193 -1.481
N -0.366 -1.617 -0.978
H -3.211 1.655 -2.938
C -2.769 -1.876 -0.951
H 3.918 -1.380 2.033
C 3.521 0.645 2.647
H 2.630 -2.428 0.169
C 2.726 1.774 2.444
C 2.752 0.684 -3.400
H -4.451 0.168 -1.346
C -1.223 2.851 -1.853
H 4.310 -0.726 -3.859
H -3.044 -0.530 0.548
H -1.352 -3.352 -1.677
*
```

Computed properties:
HOMO energy (spin up / spin down) ... -17.01 / -17.02 eV
Kohn-Sham gap (spin up / spin down) ... 0.232 / 0.232 hartree

# 2
Computed, not measured: C14H21FN2O7S as an isolated structure at a distorted geometry, with ωB97M-V with the def2-TZVPD basis set.

Structure (ORCA input):
```
! RIJCOSX wB97M-V def2-TZVPD def2/J DEFGRID3
* xyz 0 1
H 3.011 2.092 3.154
H 1.774 -1.298 -3.167
N -0.546 0.017 1.109
C 2.727 0.937 -0.116
H -1.227 1.892 0.143
C 3.130 1.010 1.208
C -1.622 1.044 0.798
C 2.714 2.003 2.096
N 1.401 -1.719 -2.363
O -0.210 4.026 4.666
H 3.793 0.217 1.608
C -3.480 -2.007 -0.270
O -2.938 -0.971 0.648
F 3.261 0.254 -2.299
H 1.022 -3.440 -3.327
O -1.565 -1.880 -1.778
S 0.081 3.348 3.433
H -0.076 0.375 1.921
C -2.301 -2.782 -0.822
C 0.556 -2.915 -2.515
C 1.800 2.963 1.743
H -0.849 -0.900 1.356
H -3.148 0.608 -0.755
H -1.833 -3.191 0.043
C -0.914 -2.420 -2.912
H 1.485 2.092 -1.555
O 1.492 -1.758 -0.162
C 1.920 -1.212 -1.175
H -4.170 -2.608 0.195
H 3.808 -0.925 -0.900
H -1.518 -3.231 -3.202
H 0.385 -3.577 -1.616
C 1.906 2.012 -0.545
O 0.200 1.937 3.687
C -2.914 0.352 0.303
H 0.203 -0.021 0.442
H -0.783 -1.730 -3.705
O -1.016 3.491 2.481
O 1.406 3.972 2.514
H 0.812 3.835 0.126
H -1.993 1.628 1.684
H -4.052 -1.496 -1.034
C 1.485 3.046 0.372
H -3.586 0.760 0.991
H -2.713 -3.618 -1.412
C 3.078 -0.209 -1.090
*
```

Computed properties:
Energy relative to the best compared isomer or geometry (same formula, charge and spin) ... 34.3 kJ/mol
HOMO energy ... -8.49 eV
Kohn-Sham gap ... 0.321 hartree

# 3
Computed, not measured: C14H20BBr10F24O8P4Zr as an isolated structure at a distorted geometry, with ωB97M-V with the def2-TZVPD basis set.

Structure (ORCA input):
```
! RIJCOSX wB97M-V def2-TZVPD def2/J DEFGRID3
* xyz -1 1
C -12.758 -8.565 -12.036
O -13.550 -9.140 -11.305
H -9.539 -0.710 -19.568
F -8.935 -4.510 -13.767
Br -13.757 2.857 -16.410
H -15.306 -1.722 -15.987
C -9.309 0.208 -20.106
H -16.971 -0.735 -14.608
F -9.688 -2.274 -11.634
C -12.399 3.500 -17.728
F -7.148 -2.998 -16.887
C -13.745 -2.615 -20.234
F -5.290 -1.755 -14.625
F -10.371 -4.595 -20.536
F -11.260 -4.515 -18.372
F -9.932 -2.748 -19.182
C -15.608 -0.712 -16.259
H -6.100 2.444 -11.914
O -12.973 -7.831 -13.131
Br -9.893 4.904 -18.343
H -14.486 -1.825 -20.121
F -9.515 -1.618 -16.993
H -16.676 0.906 -15.238
O -10.667 -8.103 -12.917
C -8.863 1.318 -19.180
Br -11.072 0.855 -20.730
F -10.462 -3.152 -13.697
B -11.703 -7.540 -13.800
F -5.694 -1.383 -17.103
P -9.341 -3.501 -12.558
H -9.595 1.472 -18.388
H -10.738 3.207 -16.605
H -5.854 0.192 -13.021
Zr -9.012 -3.182 -15.560
H -6.947 2.994 -13.328
H -12.904 -2.459 -19.561
H -8.659 -0.022 -20.948
H -12.951 4.257 -18.283
Br -14.757 0.001 -13.780
O -10.542 -4.866 -15.691
Br -14.582 -4.284 -18.036
F -7.932 -3.785 -11.730
Br -13.203 -2.487 -22.202
H -8.844 2.311 -19.629
C -6.095 2.399 -13.002
H -13.862 -4.803 -20.430
C -11.209 -8.755 -11.958
F -10.234 0.661 -16.558
F -9.247 -4.060 -17.558
C -14.423 -3.975 -20.000
O -11.140 -7.531 -17.221
P -6.094 -2.363 -15.856
H -6.175 1.084 -14.572
F -8.237 -4.342 -19.532
H -12.209 2.642 -18.370
O -11.516 -6.075 -14.079
P -9.769 -4.379 -19.027
H -11.437 4.706 -16.175
C -11.193 4.096 -17.044
F -10.037 -1.102 -14.992
F -12.121 -0.408 -15.631
F -6.832 -3.409 -14.985
O -11.544 -8.163 -15.139
C -11.079 -5.899 -15.266
C -11.253 -7.270 -16.025
C -16.239 -0.077 -15.073
Br -16.979 -0.817 -17.676
C -6.388 1.006 -13.507
H -14.777 -0.151 -16.680
F -4.945 -3.394 -16.286
Br -4.454 3.089 -13.833
F -8.624 -2.438 -13.559
F -7.500 -1.560 -15.571
P -10.817 -0.834 -16.445
F -11.528 -0.935 -17.883
H -15.428 -4.015 -20.416
F -10.226 -4.647 -11.816
F -11.179 -2.340 -16.158
Br -7.142 0.653 -18.436
F -9.657 -6.007 -18.836
Br -8.363 0.766 -13.406
O -10.581 -9.388 -11.113
*
```

Computed properties:
Energy relative to the best compared isomer or geometry (same formula, charge and spin) ... 266.5 kJ/mol
HOMO energy ... -8.00 eV
Kohn-Sham gap ... 0.247 hartree

# 4
Computed, not measured: one molecule with the formula CH3N3O2S at a distorted geometry, with ωB97M-V with the def2-TZVPD basis set.

Structure (ORCA input):
```
! RIJCOSX wB97M-V def2-TZVPD def2/J DEFGRID3
* xyz 0 1
C 1.483 -1.197 -0.166
H 0.179 -1.200 -1.822
S -1.068 -0.533 0.062
O -0.939 -1.393 1.199
H -1.149 0.804 1.668
H -0.042 1.559 0.488
N -0.863 0.993 0.672
N 0.428 -0.887 -0.886
O -2.212 -0.578 -0.802
N 2.478 -1.348 0.373
*
```

Computed properties:
Energy relative to the best compared isomer or geometry (same formula, charge and spin) ... 123.5 kJ/mol
SMILES ... N#CNS(N)(=O)=O
HOMO energy ... -10.90 eV
Kohn-Sham gap ... 0.410 hartree

no.,energy (hartree),M (g mol⁻¹)
1,-2196.7507,579.6
2,-1680.1867,380.4
3,-30722.8175,1797.2
4,-752.7841,121.1